No. 1
Formula: H4N4
Source: the Open Molecules 2025 dataset
Level of theory: ωB97M-V/def2-TZVPD

Last column: Löwdin charge in e.
Geometry (Å):
N -1.3461 -0.3391 -1.1329  0.1010
N -1.5764 0.0341 0.3571  0.1069
N 0.2841 1.1500 -0.0788  0.1420
N -0.6213 0.4035 -0.3658  -0.5068
H -1.2998 -1.2809 -0.9027  0.0576
H 0.7110 -0.5967 1.9480  0.0250
H 0.9152 1.5919 -0.7575  0.0826
H 0.0180 -0.6208 1.8302  -0.0084

Atomic forces in eV per Å
-3.85 -0.83 -4.76
-0.94 0.99 0.53
2.99 2.60 0.08
0.62 1.11 5.10
1.70 -2.49 -0.59
1.66 0.02 0.32
-0.64 -1.22 -0.55
-1.54 -0.18 -0.13

Results
Relative energy (zero: lowest compared OMol25 entry of this formula, charge and spin)   7.446 eV
Net charge   0
Orbital gap   10.00 eV

---

No. 2
Formula: H4N4O
Source: the Open Molecules 2025 dataset
Level of theory: ωB97M-V/def2-TZVPD

Last column: Löwdin charge in e.
Geometry (Å):
N 1.6466 0.0575 0.4494  -0.1262
N -1.5502 -0.1681 0.4274  0.0117
N 0.6601 0.0133 -0.3992  -0.1031
N -0.5462 0.6361 -0.1568  -0.1358
O 2.6933 -0.3542 0.0266  0.0363
H -1.9797 -0.4758 -0.4214  0.0592
H -1.2895 -0.9063 1.0176  0.0490
H 0.6901 -0.2819 -1.2956  0.0996
H -0.3246 1.4794 0.3521  0.1094

Atomic forces in eV per Å
-0.63 0.84 2.28
-0.90 2.07 -1.49
-4.07 0.92 0.69
0.99 0.44 0.75
3.63 -1.13 -0.67
-0.89 -0.92 0.28
1.01 -1.04 0.85
1.37 -1.24 -3.15
-0.52 0.06 0.45

Results
Relative energy (zero: lowest compared OMol25 entry of this formula, charge and spin)   1.357 eV
2S+1   3
Net charge   0
⟨S²⟩   2.007
Orbital gap (spin up / spin down)   8.23 / 8.11 eV

---

No. 3
Formula: H4N4O2
Source: the Open Molecules 2025 dataset
Level of theory: ωB97M-V/def2-TZVPD

Last column: Löwdin charge in e.
Geometry (Å):
N 1.4198 -0.2843 0.5050  -0.0208
N 0.8434 0.3766 -0.5809  -0.0725
N -0.5567 0.8070 -0.1734  0.0517
N -1.5447 -0.0919 0.0122  -0.4879
O -1.3539 -1.2090 -0.3998  0.0562
O -2.5417 0.3419 0.5291  0.0695
H 2.4036 -0.0663 0.5637  0.0735
H 1.2505 -1.2848 0.5417  0.0757
H 0.6552 -0.2446 -1.3750  0.1095
H -0.5753 1.6556 0.3775  0.1449

Atomic forces in eV per Å
0.23 -0.33 0.23
-2.95 0.37 0.77
3.21 0.33 -1.62
0.48 0.48 0.25
0.08 -0.88 -0.26
-0.74 0.06 0.39
-0.06 0.04 -0.09
-0.02 0.13 -0.17
0.06 0.18 0.39
-0.29 -0.37 0.11

Results
Relative energy (zero: lowest compared OMol25 entry of this formula, charge and spin)   0.293 eV
Net charge   0
Orbital gap   11.28 eV

---

No. 4
Formula: H4NO2P2
Source: the Open Molecules 2025 dataset
Level of theory: ωB97M-V/def2-TZVPD

Last column: Löwdin charge in e.
Geometry (Å):
N 1.4658 0.0439 -0.9372  -0.0194
O -1.6063 1.3508 0.4341  -0.5194
O -3.6151 1.0857 -1.2349  -0.5065
P -3.6148 -1.0945 0.8877  0.2513
P -2.9276 0.7163 0.0187  0.0875
H 1.5110 -0.4599 -1.8426  -0.0006
H 0.4688 0.1442 -0.6595  -0.0022
H 2.0285 0.9032 -0.9357  -0.0034
H -2.4343 -0.9359 1.6916  -0.2872

Atomic forces in eV per Å
-0.32 -0.72 -0.44
-1.91 -0.72 -0.31
-0.35 0.58 -0.02
0.83 1.19 0.11
1.89 -0.75 0.03
0.02 0.85 0.93
1.16 0.49 -0.24
-0.95 -0.57 -0.17
-0.38 -0.36 0.12

Results
Relative energy (zero: lowest compared OMol25 entry of this formula, charge and spin)   0.964 eV
Net charge   -1
Orbital gap   7.57 eV

---

No. 5
Formula: H4NO2PS
Source: the Open Molecules 2025 dataset
Level of theory: ωB97M-V/def2-TZVPD

Last column: Löwdin charge in e.
Geometry (Å):
N 0.2339 -1.9137 0.8564  -0.2020
O 0.2675 0.9995 -0.9277  -0.1076
O -1.6693 -0.3566 1.1339  -0.2516
P -0.9667 -1.2895 0.0785  0.1589
S -1.8102 -1.6717 -1.6158  0.2389
H 0.8848 -2.5681 0.4975  -0.0253
H -0.5319 1.5147 -0.8223  0.0313
H -1.0085 -0.3207 1.8708  0.0891
H 0.9450 1.6906 -0.7694  0.0681

Atomic forces in eV per Å
-1.68 1.47 -0.06
0.71 0.85 0.24
0.27 0.60 0.42
1.58 -2.20 -0.44
0.31 0.59 1.18
0.32 -0.50 -0.73
-0.60 0.02 -0.13
-0.70 0.02 -0.40
-0.22 -0.84 -0.10

Results
Relative energy (zero: lowest compared OMol25 entry of this formula, charge and spin)   1.856 eV
Net charge   0
Orbital gap   9.70 eV

---

No. 6
Formula: H4NO2PS
Source: the Open Molecules 2025 dataset
Level of theory: ωB97M-V/def2-TZVPD

Last column: Löwdin charge in e.
Geometry (Å):
N -0.3708 -1.1763 -0.9041  -0.1878
O -0.6398 -0.3248 1.5575  -0.3216
O -1.4539 0.9626 -0.3848  -0.3633
P 1.5092 1.0791 -0.0720  0.6331
S -0.5126 0.0953 0.1892  0.2645
H -0.4069 -2.2060 -0.5038  0.1189
H -1.0437 -1.0007 -1.7305  0.0950
H 2.1730 0.4529 0.9025  -0.2027
H 0.7455 2.1180 0.9460  -0.0361

Atomic forces in eV per Å
-1.59 -2.42 -0.23
0.16 -0.66 0.78
-2.06 1.92 -1.05
0.17 3.64 0.88
-0.61 -2.79 -0.76
-0.06 3.01 -1.02
1.40 -0.61 1.94
1.34 -0.93 1.09
1.26 -1.17 -1.64

Results
Relative energy (zero: lowest compared OMol25 entry of this formula, charge and spin)   4.920 eV
2S+1   3
Net charge   0
⟨S²⟩   2.008
Orbital gap (spin up / spin down)   6.35 / 6.75 eV

---

No. 7
Formula: H4NP3
Source: the Open Molecules 2025 dataset
Level of theory: ωB97M-V/def2-TZVPD

Last column: Löwdin charge in e.
Geometry (Å):
N -1.9715 0.6841 1.4444  -0.3431
P 1.3208 0.1030 0.6004  0.2378
P -0.8956 -0.3458 1.0263  0.2433
P 0.7324 0.9818 -1.2428  0.3229
H -0.6737 -1.3747 1.9459  -0.0632
H -1.1880 -1.1543 -0.0848  -0.0549
H 2.0110 1.3031 -1.6930  -0.1819
H 0.6647 -0.1972 -1.9963  -0.1610

Atomic forces in eV per Å
-1.27 1.29 0.43
-0.76 -0.16 0.75
2.47 -1.52 -0.53
-0.24 0.59 -0.41
-0.18 -0.11 0.45
-0.27 0.10 -0.31
0.39 0.14 -0.19
-0.15 -0.33 -0.19

Results
Relative energy (zero: lowest compared OMol25 entry of this formula, charge and spin)   3.306 eV
Net charge   0
Orbital gap (spin up / spin down)   7.09 / 7.12 eV

---

No. 8
Formula: H4NPS
Source: the Open Molecules 2025 dataset
Level of theory: ωB97M-V/def2-TZVPD

Last column: Löwdin charge in e.
Geometry (Å):
N -1.3588 0.3997 0.9318  -0.5031
P 1.8262 0.8023 0.8318  0.5233
S -1.3117 -0.2913 -0.6225  0.4443
H -2.2440 0.1363 1.3468  0.0029
H -1.2987 1.4125 0.8633  0.0034
H 1.0248 0.0051 1.7470  -0.2257
H 2.8232 -0.2270 0.8379  -0.2451

Atomic forces in eV per Å
-1.08 -0.09 -1.51
-0.08 -0.88 0.58
0.38 0.25 0.76
0.16 -0.02 0.50
0.26 -0.10 0.26
0.45 0.52 -0.48
-0.09 0.32 -0.11

Results
Relative energy (zero: lowest compared OMol25 entry of this formula, charge and spin)   3.124 eV
Net charge   0
Orbital gap (spin up / spin down)   8.11 / 7.15 eV

---

No. 9
Formula: H4NPS
Source: the Open Molecules 2025 dataset
Level of theory: ωB97M-V/def2-TZVPD

Last column: Löwdin charge in e.
Geometry (Å):
N -1.2022 -0.6855 1.5184  -0.0140
P 0.2277 -0.5129 -1.0239  0.3604
S 0.7910 1.4860 -0.8957  0.2012
H -2.0139 -0.8613 0.9010  -0.0574
H -1.3724 0.2467 1.8733  -0.0552
H 1.5299 -1.0607 -1.0527  -0.2076
H 2.0399 1.3877 -1.3205  -0.2274

Atomic forces in eV per Å
-0.09 -0.82 -0.60
-0.58 -0.18 0.17
-0.31 0.31 0.08
0.35 0.06 0.24
0.06 0.64 0.02
0.10 0.04 0.18
0.46 -0.05 -0.09

Results
Relative energy (zero: lowest compared OMol25 entry of this formula, charge and spin)   3.087 eV
Net charge   0
Orbital gap (spin up / spin down)   8.89 / 7.40 eV

---

No. 10
Formula: H4NPS
Source: the Open Molecules 2025 dataset
Level of theory: ωB97M-V/def2-TZVPD

Last column: Löwdin charge in e.
Geometry (Å):
N -0.2001 1.1600 0.9114  -0.5975
S 0.3510 0.8523 2.3195  0.5787
H 0.1152 2.0310 0.4065  0.0043
P 0.1794 -1.1315 -1.4074  0.5978
H -0.3334 0.2005 -1.0057  -0.1747
H 0.8324 -1.2979 -0.1227  -0.1795
H -0.9445 -1.8145 -1.1016  -0.2291

Atomic forces in eV per Å
-0.34 0.82 -0.47
0.23 0.33 -0.09
0.06 -0.78 1.00
1.51 1.80 0.20
0.29 -1.44 -0.56
-0.46 -0.08 -0.64
-1.29 -0.67 0.57

Results
Relative energy (zero: lowest compared OMol25 entry of this formula, charge and spin)   3.132 eV
Net charge   0
Orbital gap (spin up / spin down)   7.35 / 7.31 eV

---

No. 11
Formula: H4NS
Source: the Open Molecules 2025 dataset
Level of theory: ωB97M-V/def2-TZVPD

Last column: Löwdin charge in e.
Geometry (Å):
N -1.0122 0.0732 -1.0434  -0.0169
H -1.4096 -0.8400 -0.8794  -0.0159
H -0.0725 0.0998 -0.6463  -0.0960
H -1.4981 0.7388 -0.4720  -0.0253
S 1.9811 -0.5445 1.0815  -0.3452
H 2.0112 0.4728 1.9594  -0.5007

Atomic forces in eV per Å
0.34 0.35 -0.49
0.10 -0.06 0.26
0.16 -0.49 0.03
-0.55 0.17 0.25
-0.04 0.04 -0.04
-0.01 -0.01 -0.02

Results
Relative energy (zero: lowest compared OMol25 entry of this formula, charge and spin)   0.035 eV
Net charge   -1
Orbital gap   7.33 eV

---

No. 12
Formula: H4NS
Source: the Open Molecules 2025 dataset
Level of theory: ωB97M-V/def2-TZVPD

Last column: Löwdin charge in e.
Geometry (Å):
N -0.5180 -1.5411 1.3186  -0.0129
H -1.3036 -1.0827 0.8488  0.0073
H 0.1786 -1.6683 0.5915  0.0032
H -0.1882 -0.7380 1.8480  -0.0004
S 0.6244 2.1805 -1.7997  -0.4706
H 1.2068 2.8495 -2.8071  -0.5265

Atomic forces in eV per Å
-0.47 0.70 0.00
0.07 -0.51 -0.21
0.00 0.05 -0.07
0.42 -0.19 0.23
-0.03 -0.06 0.07
0.02 0.01 -0.02

Results
Relative energy (zero: lowest compared OMol25 entry of this formula, charge and spin)   0.220 eV
Net charge   -1
Orbital gap   6.58 eV

---

No. 13
Formula: H4O2
Source: the Open Molecules 2025 dataset
Level of theory: ωB97M-V/def2-TZVPD

Last column: Löwdin charge in e.
Geometry (Å):
O 0.0073 -0.0390 -1.8079  -0.1128
H -0.1560 0.1822 -0.8334  0.0375
H -0.6958 -0.7210 -1.9423  0.0447
O 0.0260 0.0743 1.6106  -0.1098
H -0.3678 0.4480 2.4602  0.0702
H 0.9529 -0.1922 1.8942  0.0702

Atomic forces in eV per Å
-1.44 -0.50 2.04
0.55 -0.28 -1.81
0.91 0.77 -0.09
0.97 0.24 2.21
0.73 -0.72 -1.74
-1.72 0.48 -0.60

Results
Relative energy (zero: lowest compared OMol25 entry of this formula, charge and spin)   0.235 eV
Net charge   0
Orbital gap   11.70 eV

---

No. 14
Formula: H4O2
Source: the Open Molecules 2025 dataset
Level of theory: ωB97M-V/def2-TZVPD

Last column: Löwdin charge in e.
Geometry (Å):
O 1.1081 -0.0099 -0.1203  -0.0948
H 1.8897 -0.3954 0.4329  0.1125
H 1.3272 0.9445 -0.0654  0.0658
O -1.6146 0.1521 0.0040  -0.0630
H -0.6828 -0.0241 0.0162  -0.0479
H -2.0276 -0.6671 -0.2674  0.0274

Atomic forces in eV per Å
2.95 -0.08 1.69
-2.24 0.72 -1.49
-0.41 -0.61 -0.24
-1.14 0.37 0.07
0.95 -0.27 0.03
-0.10 -0.14 -0.07

Results
Relative energy (zero: lowest compared OMol25 entry of this formula, charge and spin)   0.175 eV
Net charge   0
Orbital gap   11.39 eV

---

No. 15
Formula: H4O2
Source: the Open Molecules 2025 dataset
Level of theory: ωB97M-V/def2-TZVPD

Last column: Löwdin charge in e.
Geometry (Å):
O -1.8459 0.1302 -0.0442  -0.0799
H -2.3861 -0.5921 -0.3737  0.0268
H -1.4439 -0.3308 0.7476  0.0595
O 1.8834 -0.1203 -0.0561  -0.0765
H 1.1263 0.1450 0.5083  0.0318
H 2.4042 0.6988 -0.0796  0.0381

Atomic forces in eV per Å
0.76 -1.10 1.66
-0.26 0.05 -0.44
-0.52 1.03 -1.18
-0.47 0.79 0.69
0.56 -0.36 -0.61
-0.07 -0.41 -0.13

Results
Relative energy (zero: lowest compared OMol25 entry of this formula, charge and spin)   0.285 eV
Net charge   0
Orbital gap   12.19 eV

---

No. 16
Formula: H4O2
Source: the Open Molecules 2025 dataset
Level of theory: ωB97M-V/def2-TZVPD

Last column: Löwdin charge in e.
Geometry (Å):
O 1.5125 -0.0466 0.0078  -0.0633
H 0.7653 -0.5464 -0.2278  -0.0316
H 1.1446 0.8671 0.1224  0.0507
O -1.4049 -0.0297 -0.1030  -0.0877
H -1.3488 0.9184 0.1895  0.0679
H -1.4214 -0.6289 0.6776  0.0641

Atomic forces in eV per Å
1.20 2.36 0.75
-1.63 -0.97 -0.60
0.64 -1.35 -0.20
0.04 0.52 0.66
-0.20 -1.67 -0.02
-0.05 1.10 -0.59

Results
Relative energy (zero: lowest compared OMol25 entry of this formula, charge and spin)   0.267 eV
Net charge   0
Orbital gap   11.86 eV

---

No. 17
Formula: H4O2
Source: the Open Molecules 2025 dataset
Level of theory: ωB97M-V/def2-TZVPD

Last column: Löwdin charge in e.
Geometry (Å):
O -2.2617 -0.2875 -1.2746  -0.0534
H -1.4578 -0.0219 -0.8280  0.0238
H -2.1710 -1.2333 -1.3900  0.0274
O 1.6951 0.4941 0.8811  -0.0546
H 1.5825 0.2945 1.8105  0.0280
H 2.6129 0.7541 0.8010  0.0288

Atomic forces in eV per Å
-0.21 0.11 -0.07
0.25 0.13 0.13
-0.01 -0.23 -0.05
-0.19 -0.03 -0.17
-0.07 -0.06 0.24
0.23 0.08 -0.08

Results
Relative energy (zero: lowest compared OMol25 entry of this formula, charge and spin)   0.163 eV
Net charge   0
Orbital gap   12.19 eV

---

No. 18
Formula: H4O2
Source: the Open Molecules 2025 dataset
Level of theory: ωB97M-V/def2-TZVPD

Last column: Löwdin charge in e.
Geometry (Å):
O 1.6076 -0.1359 -0.2588  -0.0912
H 1.3282 0.4645 0.4791  0.0485
H 2.4873 -0.4850 0.0126  0.0494
O -2.0155 -0.2328 -0.1523  -0.0571
H -2.1864 0.5933 -0.5350  -0.0053
H -1.2212 -0.2040 0.4544  0.0557

Atomic forces in eV per Å
0.41 0.44 1.26
0.59 -0.82 -1.00
-0.98 0.43 -0.21
1.37 -2.29 1.90
0.06 1.92 -0.57
-1.46 0.33 -1.38

Results
Relative energy (zero: lowest compared OMol25 entry of this formula, charge and spin)   0.361 eV
Net charge   0
Orbital gap   11.98 eV

---

No. 19
Formula: H4O2
Source: the Open Molecules 2025 dataset
Level of theory: ωB97M-V/def2-TZVPD

Last column: Löwdin charge in e.
Geometry (Å):
O -1.4309 0.9903 0.5642  -0.0481
H -1.3775 0.1832 0.0829  0.0025
H -1.2088 0.6151 1.4346  0.0468
O 1.5750 -0.7867 -0.9730  -0.1074
H 1.4751 0.1912 -0.8296  0.0510
H 0.9672 -1.1932 -0.2792  0.0552

Atomic forces in eV per Å
0.35 0.04 1.33
-0.17 -0.84 -1.38
-0.17 0.79 0.02
-1.40 0.54 1.58
0.11 -1.36 -0.17
1.29 0.83 -1.38

Results
Relative energy (zero: lowest compared OMol25 entry of this formula, charge and spin)   0.339 eV
Net charge   0
Orbital gap   12.11 eV

---

No. 20
Formula: H4O2
Source: the Open Molecules 2025 dataset
Level of theory: ωB97M-V/def2-TZVPD

Last column: Löwdin charge in e.
Geometry (Å):
O 1.1597 -0.0159 -0.1304  -0.0198
H 1.5301 -0.7291 0.3429  0.0246
H 1.9276 0.5035 -0.3518  0.0468
O -1.8196 -0.1033 -0.1822  -0.1188
H -0.8493 -0.3157 -0.1424  0.0034
H -1.9485 0.6604 0.4638  0.0638

Atomic forces in eV per Å
-0.64 0.85 -0.57
0.49 -1.47 0.94
0.20 0.52 -0.31
0.78 1.10 1.34
-1.27 0.63 -0.06
0.44 -1.62 -1.35

Results
Relative energy (zero: lowest compared OMol25 entry of this formula, charge and spin)   0.172 eV
Net charge   0
Orbital gap   11.44 eV